a | {
  "formula": "C4H12NO3P",
  "method": "the ωB97M-V functional and the def2-TZVPD basis",
  "species": ["C", "N", "C", "C", "P", "O", "O", "C", "O", "H", "H", "H", "H", "H", "H", "H", "H", "H", "H", "H", "H"],
  "xyz": [[1.203, -0.155, 1.710], [1.648, 0.178, 0.400], [2.467, -0.742, -0.439], [0.644, 0.849, -0.296], [-1.063, -0.199, -0.863], [-1.180, -1.714, -0.771], [-1.245, 0.263, -2.514], [-2.501, 0.685, -0.026], [-2.421, 0.545, 1.470], [2.038, -0.327, 2.331], [0.526, 0.608, 2.044], [0.560, -1.125, 1.688], [3.505, -0.742, -0.063], [1.971, -1.748, -0.413], [2.540, -0.365, -1.511], [1.085, 1.346, -1.232], [0.193, 1.638, 0.330], [-1.434, -0.498, -2.936], [-3.478, 0.194, -0.336], [-2.797, 1.757, -0.226], [-2.261, -0.448, 1.654]],
  "mulliken_charge": [-0.870, 0.005, -0.882, -0.878, 0.972, -0.670, -0.550, -0.495, -0.535, 0.319, 0.348, 0.233, 0.296, 0.317, 0.305, 0.423, 0.429, 0.290, 0.265, 0.325, 0.351],
  "homo_lumo_gap_ev": 9.025,
  "homo_ha": -0.306,
  "charge": 0
}

---

b | {
  "formula": "C4H12NO3P",
  "method": "the ωB97M-V functional and the def2-TZVPD basis",
  "species": ["C", "C", "C", "C", "N", "O", "O", "O", "P", "H", "H", "H", "H", "H", "H", "H", "H", "H", "H", "H", "H"],
  "xyz": [[1.249, -0.105, -1.002], [0.560, -2.382, -0.360], [-0.167, 2.353, 2.487], [0.040, -0.982, -0.531], [-1.183, -0.890, -1.313], [-1.960, -0.863, 1.316], [0.309, -1.082, 2.290], [-0.702, 2.002, 1.263], [-0.459, -0.570, 1.213], [1.073, 0.039, -2.007], [2.197, -0.629, -0.900], [1.230, 0.852, -0.566], [-0.050, -2.980, 0.320], [0.959, -2.653, -1.325], [1.462, -2.430, 0.210], [-0.046, 3.481, 2.613], [0.749, 1.671, 2.656], [-0.940, 2.051, 3.216], [-2.541, -0.715, 0.491], [-1.274, -1.691, -1.918], [-1.380, -0.133, -1.968]],
  "mulliken_charge": [-1.667, -1.963, -0.484, 1.549, -0.656, -0.477, -0.573, -0.612, 0.656, 0.498, 0.362, 0.434, 0.443, 0.492, 0.506, 0.236, 0.177, 0.206, 0.416, 0.251, 0.204],
  "homo_lumo_gap_ev": [7.957, 7.959],
  "homo_ha": [-0.302, -0.302],
  "charge": 0
}

---

Which structure loses on stability? b does.

---

a | {
  "formula": "C5H17N2O",
  "method": "the ωB97M-V functional and the def2-TZVPD basis",
  "species": ["N", "C", "C", "N", "C", "C", "C", "H", "H", "H", "H", "H", "H", "H", "H", "H", "H", "H", "H", "H", "H", "H", "H", "H", "O"],
  "xyz": [[-0.648, 2.192, -0.697], [-1.788, 1.219, -0.515], [-1.263, -0.199, -0.287], [-0.073, -0.172, 0.614], [0.597, -1.459, 0.611], [2.137, -1.051, 0.728], [-0.412, 0.211, 2.042], [-0.291, 2.280, -1.676], [-0.927, 3.166, -0.522], [0.181, 2.096, -0.104], [-2.291, 1.655, 0.377], [-2.518, 1.442, -1.284], [-0.978, -0.634, -1.261], [-2.069, -0.840, 0.069], [0.499, -1.950, -0.321], [0.308, -2.132, 1.420], [2.533, -0.783, -0.249], [2.247, 0.002, 1.146], [2.755, -1.791, 1.233], [0.482, 0.442, 2.636], [-0.777, -0.664, 2.574], [-1.086, 1.072, 2.178], [1.735, -1.774, -2.506], [0.744, -1.002, -3.552], [0.900, -1.327, -2.657]],
  "mulliken_charge": [-0.289, -0.814, -0.349, 0.182, -0.476, -0.974, -0.919, 0.376, 0.405, 0.322, 0.374, 0.428, 0.410, 0.373, 0.400, 0.451, 0.320, 0.289, 0.358, 0.356, 0.416, 0.349, 0.307, 0.296, -0.591],
  "homo_lumo_gap_ev": [11.335, 6.611],
  "homo_ha": [-0.679, -0.679],
  "spin_multiplicity": 2,
  "charge": 2
}

---

b | {
  "formula": "C5H17N2O",
  "method": "the ωB97M-V functional and the def2-TZVPD basis",
  "species": ["C", "N", "C", "C", "H", "H", "H", "H", "H", "H", "H", "H", "H", "C", "O", "C", "N", "H", "H", "H", "H", "H", "H", "H", "H"],
  "xyz": [[0.097, 2.042, -0.853], [-0.431, 0.672, -1.124], [-1.735, 0.708, -1.857], [0.555, -0.200, -1.813], [-0.685, 2.623, -0.373], [0.334, 2.498, -1.809], [0.982, 1.990, -0.225], [-2.120, -0.302, -1.954], [-2.453, 1.327, -1.333], [-1.558, 1.110, -2.850], [0.117, -1.186, -1.933], [1.464, -0.262, -1.217], [0.770, 0.224, -2.786], [0.993, -1.877, 1.752], [2.232, -1.982, 2.324], [0.362, -0.489, 2.029], [-0.908, -0.312, 1.377], [0.381, -2.660, 2.191], [1.038, -2.058, 0.667], [2.873, -1.410, 1.870], [0.231, -0.337, 3.117], [1.026, 0.314, 1.676], [-1.514, -1.134, 1.515], [-0.633, 0.220, -0.153], [-1.419, 0.482, 1.762]],
  "mulliken_charge": [-0.912, 0.080, -0.884, -0.906, 0.388, 0.416, 0.359, 0.387, 0.375, 0.397, 0.387, 0.324, 0.408, -0.374, -0.168, -0.331, -0.647, 0.413, 0.319, 0.439, 0.420, 0.274, 0.266, 0.245, 0.324],
  "homo_lumo_gap_ev": [12.298, 4.866],
  "homo_ha": [-0.707, -0.690],
  "spin_multiplicity": 2,
  "charge": 2
}

---

Which structure loses on stability? b does.

---

a | {
  "formula": "C5H14",
  "method": "the ωB97M-V functional and the def2-TZVPD basis",
  "species": ["C", "C", "C", "H", "H", "H", "H", "H", "H", "H", "H", "C", "C", "H", "H", "H", "H", "H", "H"],
  "xyz": [[-0.315, 0.789, 2.452], [1.005, 1.559, 2.277], [-0.383, -0.604, 1.838], [-0.645, 0.769, 3.496], [-1.101, 1.355, 1.940], [1.754, 1.007, 1.712], [0.401, -1.310, 2.125], [-1.343, -1.027, 2.160], [1.501, 1.796, 3.230], [0.787, 2.542, 1.880], [-0.328, -0.610, 0.752], [-0.899, -0.942, -2.883], [0.547, -0.577, -3.115], [-1.234, -0.765, -1.864], [-1.632, -0.509, -3.559], [-1.058, -2.000, -2.974], [0.901, 0.233, -2.465], [0.806, -0.316, -4.144], [1.235, -1.391, -2.860]],
  "mulliken_charge": [-0.428, -1.507, -1.373, 0.425, 0.422, 0.524, 0.729, 0.661, 0.329, 0.387, -0.540, -1.449, -1.706, 0.040, 0.550, 0.374, 0.503, 0.604, 0.458],
  "homo_lumo_gap_ev": [2.740, 11.879],
  "homo_ha": [0.055, -0.281],
  "spin_multiplicity": 2,
  "charge": -1
}

---

b | {
  "formula": "C5H14",
  "method": "the ωB97M-V functional and the def2-TZVPD basis",
  "species": ["C", "C", "C", "H", "H", "H", "H", "H", "H", "H", "H", "C", "C", "H", "H", "H", "H", "H", "H"],
  "xyz": [[-0.683, -1.001, -0.591], [-0.865, -2.213, -1.523], [-1.420, 0.249, -1.153], [-1.158, -1.232, 0.363], [0.343, -0.717, -0.380], [-1.466, -1.951, -2.390], [-1.491, -2.981, -1.046], [-2.328, 0.441, -0.584], [-0.781, 1.137, -1.097], [0.097, -2.686, -1.715], [-1.610, 0.212, -2.224], [1.029, 1.901, 1.238], [1.843, 0.743, 1.813], [0.723, 2.651, 1.980], [1.535, 2.574, 0.545], [0.109, 1.530, 0.797], [2.851, 1.026, 2.117], [1.385, 0.393, 2.743], [1.887, -0.076, 1.105]],
  "mulliken_charge": [0.927, -1.727, -1.947, 0.433, -0.954, 0.341, 0.303, 0.246, 0.092, 0.947, 0.932, -0.734, -2.539, 0.624, 0.624, -0.326, 0.746, 0.355, 0.656],
  "homo_lumo_gap_ev": [2.618, 12.063],
  "homo_ha": [0.057, -0.279],
  "spin_multiplicity": 2,
  "charge": -1
}

---

Which structure loses on stability? b does.